Record 1
Here is a structure of composition C24H26BF5N10O4S3Ti at a distorted geometry from OMol25. Energies are from the ωB97M-V functional and the def2-TZVPD basis.

```
74
Properties=species:S:1:pos:R:3
H 3.71860 -1.62020 -2.10999
O 0.82992 3.57982 -1.42674
F 1.74463 -2.91344 -2.76690
H -7.52644 1.60463 -0.30854
H 5.50683 -1.06532 6.33569
C -1.85920 -2.38583 -0.35176
H -2.07452 -1.48598 -0.92398
C 4.53649 -0.89962 6.80666
Ti 0.72177 0.33970 0.22693
N 2.99974 -0.59319 4.91743
O -0.24536 1.42078 -0.81753
N 1.25988 0.76210 2.94978
C 3.79940 -1.61381 2.03843
C -1.25048 -2.10198 0.98056
N -5.19741 1.18930 -1.85110
F 1.31330 -3.58209 -5.34729
H -1.63968 2.94458 1.21970
H -0.97786 4.32629 2.12110
C -1.04241 -0.69026 -3.49741
H 3.19128 0.05062 -1.91543
H 4.52270 -1.44905 7.74680
F -0.68606 -2.35516 -6.72676
H 2.87952 -3.41491 6.61187
H -0.65855 -2.37839 4.17988
S -2.19497 0.45378 -2.81800
H 2.15741 1.51244 4.66960
O 1.96721 1.67229 -0.32407
H -0.25447 3.83282 0.59816
N 0.16476 -1.41504 2.50399
F -2.22789 -0.55111 -5.52943
N 2.40851 -0.75510 0.56684
H -6.87064 3.17786 -0.82897
H -5.17464 2.03292 1.20401
C -4.73491 1.34668 -0.60830
H -7.27735 2.90400 0.86061
C 0.79724 -2.28385 -3.46248
C 0.57214 -2.64693 -4.77168
C 1.87230 -2.52845 4.87739
H -1.19047 -3.02226 -0.93298
N 2.57597 -1.11999 1.88012
C 3.43015 -1.35667 5.90658
N -0.17053 -1.31363 1.17975
C 1.52214 1.72500 3.82567
S -3.20593 0.76055 -0.12434
C 0.17831 2.57451 2.28194
N 2.01377 -1.30826 4.29164
H -2.79649 -2.91812 -0.20835
N -5.52505 1.97198 0.26432
B 1.51198 -0.79175 2.97397
C -1.23192 -1.08679 -4.82740
S 1.02232 2.17913 -1.45103
C 2.74782 -2.59583 5.92147
O 1.34975 1.52876 -2.67729
C -0.44707 -2.02394 -5.46504
H -4.61337 0.74130 -2.54070
H -6.06841 1.59157 -2.15017
H 1.18982 -3.27521 4.50702
H 5.47162 -1.90071 0.62495
C 0.84854 2.87769 3.44570
C 4.46300 -1.57674 0.82665
H 4.12696 -1.95730 3.00822
F 0.35926 -1.01615 -1.58391
H 0.84078 3.82497 3.96022
C -0.71516 -2.20655 3.11812
C -1.62449 -2.67108 2.19011
N 0.42972 1.27143 1.96271
H 4.44943 0.16500 7.01929
H 4.87043 -0.39200 -1.62121
C 3.83829 -0.72234 -1.51409
H -2.45617 -3.33574 2.35908
C -0.72588 3.46642 1.50638
C 0.02278 -1.29982 -2.87606
C -6.87370 2.43413 -0.02989
C 3.57469 -1.01496 -0.07704
```

The expectation value of S² is 0.76. The net charge is +1. The total energy comes out at -4346.8660 a.u. Its spin multiplicity is 2. The LUMO energy (alpha / beta) is -4.11 / -4.47 eV. The calculation puts the molar mass at 768.41 g/mol.

***

Record 2
Here is a cluster of 10 separate species, C8H36O10 in total at a distorted geometry from OMol25. Energies are from the ωB97M-V functional and the def2-TZVPD basis.

```
54
Properties=species:S:1:pos:R:3
H 1.78744 4.98859 0.75533
O 0.72844 -0.46741 -2.77267
H -5.01856 0.51859 3.08133
H -0.87956 0.29659 -0.03367
H 0.18744 -2.47241 -3.34067
H -2.27356 -1.02741 -0.92867
C -0.17856 0.16559 3.67933
H -0.32656 1.03759 3.07333
H 0.35544 -0.12841 -3.43667
H -1.00556 -2.49741 0.62233
H -2.64056 1.26659 -1.58567
C -3.37956 0.47259 -1.92967
H 2.78144 3.26459 -0.91467
O 3.26844 3.70059 -0.24567
H -0.94856 -4.96841 -1.00567
H -2.08456 -3.56141 -0.95367
O -0.31356 -3.29041 0.26133
O -3.71756 0.98259 1.53033
H 1.69544 -2.01341 -4.00767
H -0.85356 -0.97541 2.29133
H 0.90044 0.37059 3.84833
O -1.79656 -0.76741 0.68533
C 2.28244 -1.04441 1.18633
H 3.74744 1.31759 -3.59467
H -3.46756 1.17659 3.51233
H 3.37144 -1.37541 1.16533
H -3.67156 0.87959 -2.96467
O -0.56056 -1.06641 3.17933
H 2.96644 4.17459 1.75133
H -3.57956 -0.61341 2.92933
C 3.50244 1.49559 -2.56367
H -2.99056 0.58259 1.01033
O 0.19844 0.74159 -0.22167
H 0.85444 0.37959 0.20133
H -1.74056 -4.50141 0.44133
H -4.15956 0.46659 -1.30967
C -1.21256 -4.18041 -0.39067
H 3.59844 0.51659 -2.15067
H 1.75044 3.20659 0.65333
H 2.68344 0.67059 1.98733
H 4.23044 2.08559 -2.22767
O 2.17644 2.15959 -2.51367
H 1.84644 -1.57141 2.07733
C 1.11944 -1.79541 -3.13867
C -3.90056 0.50759 2.88033
H 0.23844 0.71059 -1.22467
H -2.39856 -1.62241 0.65833
O 2.29644 0.37759 1.26833
H 1.70044 -2.16341 -2.12667
H 1.98244 -1.43441 0.39533
C 2.35944 4.00459 0.81633
H 1.80444 1.62259 -3.18867
O -2.66056 -0.83941 -1.85967
H -0.65556 0.23659 4.68833
```

The total energy comes out at -1078.3707 a.u. The LUMO energy is 0.04 eV. The calculation puts the molar mass at 292.37 g/mol.

***

Record 3
Here is a structure of composition C18H21ErN4SSi at a distorted geometry from OMol25. Energies are from the ωB97M-V functional and the def2-TZVPD basis.

```
46
Properties=species:S:1:pos:R:3
C -1.14433 1.99126 1.98107
H -1.62632 3.65315 3.22503
H 6.75281 3.44627 3.22262
H -0.64263 -5.01828 -1.13196
C -1.96894 -4.60335 0.52439
C -1.89751 -2.31077 1.26725
H 2.39578 5.18757 -0.74565
H 5.39671 4.50450 2.93151
N -0.97186 -1.99096 0.33940
H 3.36569 2.57328 4.43870
H 0.82087 3.43736 -1.53675
H -2.35482 -5.60811 0.60007
H -3.20659 2.30388 4.62246
C 5.92606 3.63658 2.54521
C -2.86328 0.52548 3.48909
Si 4.82331 2.09415 2.43714
H 4.68896 1.50265 4.84897
C 3.94842 1.72613 4.08684
C -1.79480 2.60772 3.02104
C -1.01146 -4.27699 -0.44098
C 3.43131 2.57623 1.17256
C -0.54826 -2.98551 -0.49328
C 2.47627 1.67067 0.71298
H 3.28551 0.86870 4.01252
H 6.12685 0.79694 0.71528
C -2.16203 -0.04641 2.41004
H 5.11960 -0.28353 1.66547
C -2.67860 1.85200 3.79772
C 2.42881 4.19426 -0.32728
H 6.60073 0.35830 2.34397
H 4.06291 4.60333 0.99047
N -1.30923 0.67762 1.65493
C -2.40926 -3.61732 1.37539
H -3.07811 -1.78022 2.79031
S 2.38772 0.01937 1.33720
H -3.54264 -0.07936 4.07040
C 1.54678 3.22837 -0.75924
H -0.45335 2.55979 1.34993
H 0.20615 -2.70426 -1.24031
H 6.35925 3.90687 1.58500
C 3.36622 3.85821 0.64409
C 5.74880 0.60007 1.71512
Er 0.26329 0.02945 -0.02006
N -2.39425 -1.37938 2.15499
N 1.54388 1.97653 -0.24515
H -3.14903 -3.83921 2.12857
```

The expectation value of S² is 3.75. The net charge is +2. The total energy comes out at -2619.8633 a.u. Its spin multiplicity is 4. The LUMO energy (alpha / beta) is -7.01 / -6.93 eV. The calculation puts the molar mass at 520.81 g/mol.

***

Record 4
Here is a structure of composition C33H21CrN2O4 at a distorted geometry from OMol25. Energies are from the ωB97M-V functional and the def2-TZVPD basis.

```
61
Properties=species:S:1:pos:R:3
H -7.33531 -0.24737 -1.38249
C 1.39108 -0.61947 3.94033
C 3.44485 0.55905 4.85902
H -1.90991 2.59741 1.36452
C 0.07211 0.69527 1.55071
O 3.71823 0.56215 5.99170
C -2.69584 -1.31352 2.35691
H 4.40125 -0.73133 0.68982
C -4.40461 1.37567 -1.97237
C -5.09075 2.39451 3.56314
O 4.18086 -2.44724 4.10621
C 3.75859 -1.50341 3.56942
H -5.96719 2.32889 4.20788
H -3.15898 -5.20127 2.78150
Cr 2.89332 0.12906 3.08374
C -3.00271 1.09668 -1.49461
C -4.61580 -0.47078 -0.51746
H -5.05336 0.28904 3.22198
C -3.18604 -0.15358 -0.69073
H -2.99133 4.65716 2.10874
C -3.78891 -1.84980 3.06365
C -1.96780 -3.62353 1.90735
H -4.52792 -1.19586 3.50377
H -4.76339 -3.59043 3.84866
N -2.30328 -1.14315 -0.71929
C -3.92710 -3.22587 3.25413
H -1.31008 -4.27708 1.33126
C -4.54966 3.64164 3.23343
C -2.81708 2.52487 1.97005
C -1.73200 -2.25482 1.89418
C -3.29282 1.24100 2.37322
H -2.27553 0.96443 -2.31337
C -6.65484 0.47367 -1.82900
H -0.75507 -1.88801 1.58476
H -8.08618 1.36247 -3.17722
C -4.82679 2.34864 -2.87620
H -4.99480 4.55882 3.61711
H 1.45262 2.65342 2.85175
C -3.03619 -4.12588 2.65833
C -2.42831 0.10074 2.10841
O -5.10755 -1.26787 0.28402
H -4.12000 3.09942 -3.23425
H -2.62939 1.92229 -0.86577
C -1.11044 0.40600 1.72335
C 2.10902 1.95029 2.32943
C -6.16043 2.33284 -3.30971
C 1.52206 0.90886 1.57283
H 5.41833 1.27310 1.80903
C -7.06464 1.38542 -2.80262
H -6.50184 3.07307 -4.03126
O 0.53602 -1.12407 4.55203
C 4.33333 1.15254 1.77101
C -5.31510 0.45820 -1.44694
H 3.93144 2.90400 2.98806
C 2.37556 -0.08107 1.03624
C 3.50332 2.08474 2.40660
C -3.42077 3.70020 2.40827
H 1.91602 -0.94528 0.54675
N -1.33266 -1.76362 -0.82287
C -4.52904 1.22193 3.05992
C 3.76922 0.04733 1.11884
```

The expectation value of S² is 3.83. The net charge is +2. The total energy comes out at -2724.3053 a.u. Its spin multiplicity is 4. The LUMO energy (alpha / beta) is -7.29 / -9.55 eV. The calculation puts the molar mass at 561.54 g/mol.

***

Record 5
Here is a cluster of 2 separate species, C8H14N4O4 in total at a distorted geometry from OMol25. Energies are from the ωB97M-V functional and the def2-TZVPD basis.

```
30
Properties=species:S:1:pos:R:3
H -3.94375 3.42512 -4.37086
H -2.46948 2.73498 -4.44623
H 3.63921 -1.20852 3.13857
O -0.97401 2.02600 -2.62619
O 2.43383 -2.13381 -0.49391
N 3.06746 -1.94505 2.99638
C -0.08205 -0.44733 -0.01465
O 3.86540 -2.96731 1.05572
C -1.86943 0.04370 1.18980
C -3.28548 2.61310 -2.63161
C 1.52758 -0.24490 1.89903
N -0.91484 0.14096 2.04419
C 2.01646 -1.73411 1.94794
H 1.17507 -2.31758 2.25296
N -1.41745 -0.24660 -0.07190
H 0.43039 -0.71882 -0.90635
H -1.23771 1.34822 -0.49127
H 2.37796 0.31332 1.25597
C -2.01628 2.15385 -2.00657
H -1.93857 -0.57442 -0.73780
N -3.02246 3.30139 -3.87886
H 1.50270 0.17409 2.87086
H 2.57222 -2.07746 3.91800
H -2.77639 0.40986 1.26823
H 3.80029 -2.92179 2.02543
C 0.19884 -0.23249 1.29191
H -3.88271 1.75318 -2.73242
C 2.74024 -2.34673 0.65382
O -2.17982 1.67940 -0.77789
H -3.78075 3.24020 -1.91372
```

The total energy comes out at -833.1698 a.u. The LUMO energy is 0.60 eV. The calculation puts the molar mass at 230.22 g/mol. Its SMILES is N[C@@H](Cc1c[nH]cn1)C(=O)O.NCC(=O)O.

***

Record 6
Here is a structure of composition C32H27ClN2O4ReS4Sb2 at a distorted geometry from OMol25. Energies are from the ωB97M-V functional and the def2-TZVPD basis.

```
73
Properties=species:S:1:pos:R:3
N 2.13944 -0.07113 -3.42427
H -3.07313 -1.82733 4.29527
O -0.42919 1.85200 -1.34036
H -1.58257 4.62392 1.66815
C -3.83735 3.42291 1.41367
C 2.96910 0.86172 -3.92633
C -1.82766 -2.33099 2.65136
C 1.37143 1.86280 -2.79806
Sb -0.86344 0.26581 1.16466
C 2.50221 2.14407 -3.52722
C 1.14171 0.99792 3.19377
Re -0.56171 -0.08824 -1.75663
Cl 4.29823 0.45092 -4.84849
H -0.60289 3.39873 0.88049
O 4.27716 3.38522 -4.38613
C 1.38275 -2.14424 -4.45335
O 2.62740 4.56588 -3.49082
H 1.13179 -1.89241 0.98908
C 3.31107 2.03688 2.88314
H -5.95317 3.29158 1.17189
N 1.14395 0.54029 -2.70799
S 0.11088 -2.01914 -1.60570
S -3.35831 -3.42447 -0.37887
H 0.16566 1.02371 5.08400
C 3.21389 3.43791 -3.84813
H 0.86008 -4.04887 -5.28608
H 1.42607 -4.23910 1.64427
H 1.72755 1.77219 -0.07777
H 2.55950 -5.28257 -3.99285
C -5.01640 2.75132 1.15599
C -2.61033 1.39713 1.13515
C 3.20907 -2.17057 -2.83378
H 1.75449 4.46829 -3.07349
H 3.82800 2.60886 0.87986
H 3.87710 -1.63317 -2.17491
H -3.86530 4.48403 1.62091
H -2.36447 -4.16689 3.61109
H -5.93503 0.86472 0.67524
H -0.90561 3.31380 2.62291
C 0.10496 0.47794 4.14428
S -2.87597 -3.06790 -4.51266
C -1.62301 -3.67053 2.99753
C -3.80705 0.71220 0.86429
H -0.36118 -5.39102 2.91948
Sb -3.07517 -2.76268 -2.40607
H 4.23156 2.40590 3.31292
C -2.59938 2.77298 1.40069
C -0.84783 -1.71689 1.86255
C 2.45895 -4.21386 -3.86429
S -2.66533 -0.09422 -2.12695
C 2.34618 1.48029 3.70480
H -0.92598 0.62512 3.79160
C -3.02499 -1.63965 3.22258
H -3.79593 -0.35690 0.67014
O 0.30657 3.86244 -1.99517
C -5.00911 1.38653 0.87164
H -3.01092 -0.55883 3.08655
C -1.35281 3.56164 1.65693
C 3.08804 2.14685 1.51771
C 3.31396 -3.54438 -2.99597
H 0.67651 -1.57863 -5.04742
H -3.95312 -2.01986 2.79219
C 1.49792 -3.52237 -4.59019
H 0.23884 -0.58377 4.35837
C 0.51120 -3.71986 1.89219
C 1.90438 1.67384 0.98326
C 2.23901 -1.49386 -3.56513
C -0.48792 -4.36055 2.61738
C 0.33153 -2.40075 1.52019
H 2.51333 1.43706 4.77279
C 0.95035 1.08898 1.81240
H 4.07432 -4.09097 -2.45556
C 0.38609 2.67221 -2.02268
```

The net charge is +3. The total energy comes out at -4256.7806 a.u. The LUMO energy is -11.47 eV. The calculation puts the molar mass at 1097.03 g/mol.

***

Record 7
Here is a cluster of 2 separate species, C12H19NO2 in total at a distorted geometry from OMol25. Energies are from the ωB97M-V functional and the def2-TZVPD basis.

```
34
Properties=species:S:1:pos:R:3
N -2.16779 1.53962 1.60582
C -1.91970 2.38168 0.51680
H -0.86100 2.80743 2.65844
C 3.10818 -1.89792 -2.07841
H -1.03791 1.19437 3.28906
H -0.14058 -0.90767 -2.02259
C 1.80735 -1.65868 -2.53412
H -2.24105 2.60026 -1.56429
C -3.50830 -0.24474 2.43660
C -1.59157 2.05621 2.87701
C 3.50162 -1.39400 -0.84944
C 1.26780 -0.59136 -0.44611
H -0.64291 2.09519 -1.00966
H -1.95329 0.85587 -1.18329
H 3.73113 -2.46218 -4.05672
H 4.53174 -3.39070 -2.93172
H 5.04645 -1.71580 -3.09593
H 1.63742 -1.85920 -3.59356
C -2.57198 0.14231 1.35159
C -1.75469 1.89507 -0.91112
H 4.54781 -1.39906 -0.53970
O 0.31476 0.14432 0.21910
C 2.59357 -0.65128 -0.06522
H -4.22898 0.31933 3.03427
C 4.16244 -2.37830 -3.04944
H -4.14759 -1.11293 2.10625
H 0.41314 -0.05736 1.15667
H -3.12991 0.02416 0.41057
H -1.71638 -0.52841 1.40861
H -2.12591 2.68693 3.58348
O -1.63122 3.54237 0.80879
H 2.95561 -0.13363 0.81820
C 0.87381 -1.09599 -1.69642
H -3.12206 -0.80590 3.34648
```

The total energy comes out at -673.8267 a.u. The LUMO energy is 0.62 eV. The calculation puts the molar mass at 209.29 g/mol. Its SMILES is CCN(C)C(C)=O.Cc1ccc(O)cc1.